Arrangement 1

DFT (wB97M-V/def2-TZVPD) results for a single C13H11FN2O2 molecule.

* orbital gap: 8.964 eV
* net charge: 0
* HOMO: -8.30 eV
* 2S+1: 1
* SMILES: Cc1cc2[nH]cc([C@H]3CC(=O)NC3=O)c2cc1F

Each line ends with the Löwdin charge.
CARTESIAN COORDINATES (ANGSTROEM)
O (-2.008, 4.374, 0.806)  0.07
O (-0.531, 2.986, -3.024)  0.11
F (-1.406, -3.455, 1.372)  0.04
C (-1.941, 3.514, -0.064)  -0.45
C (-1.098, 2.817, -1.984)  -0.42
C (1.353, 1.213, -1.054)  0.00
C (0.047, 0.792, -0.838)  -0.11
C (-0.775, -1.418, 0.293)  0.06
C (1.896, -1.940, 0.725)  0.03
C (-0.407, -2.646, 0.909)  -0.21
C (0.165, -0.518, -0.185)  -0.15
C (1.509, -0.792, 0.008)  -0.22
C (0.960, -2.919, 1.111)  -0.18
N (-1.586, 3.885, -1.286)  0.20
N (2.224, 0.252, -0.528)  0.07
C (1.451, -4.200, 1.857)  -0.03
C (-1.931, 2.006, 0.107)  -0.02
C (-1.270, 1.502, -1.193)  -0.13
H (1.628, 2.085, -1.588)  0.11
H (-1.809, -1.141, 0.175)  0.11
H (2.965, -2.052, 0.919)  0.12
H (-1.201, 4.787, -1.449)  0.17
H (3.248, 0.265, -0.594)  0.16
H (0.674, -4.603, 2.536)  0.08
H (2.300, -3.993, 2.492)  0.06
H (1.709, -4.995, 1.146)  0.08
H (-2.956, 1.663, 0.155)  0.13
H (-1.344, 1.706, 0.982)  0.14
H (-1.869, 0.823, -1.804)  0.16

Arrangement 2

DFT (wB97M-V/def2-TZVPD) results for a single C13H11FN2O2 molecule.

* orbital gap: 8.863 eV
* net charge: 0
* HOMO: -8.24 eV
* 2S+1: 1
* SMILES: Cc1cc2[nH]cc([C@@H]3CC(=O)NC3=O)c2cc1F

Each line ends with the Löwdin charge.
CARTESIAN COORDINATES (ANGSTROEM)
O (0.467, -2.549, -3.604)  0.08
O (3.424, -1.899, -0.436)  0.07
F (-3.087, -1.435, 0.584)  0.06
C (1.004, -1.914, -2.717)  -0.46
C (2.385, -1.582, -1.039)  -0.38
C (2.023, 1.618, 0.428)  -0.03
C (1.418, 0.610, -0.285)  -0.14
C (-0.949, -0.562, 0.063)  0.06
C (-1.315, 1.522, 1.924)  0.04
C (-2.116, -0.512, 0.809)  -0.22
C (0.077, 0.398, 0.239)  -0.12
C (-0.109, 1.389, 1.190)  -0.19
C (-2.313, 0.567, 1.714)  -0.21
N (1.602, -2.512, -1.665)  0.20
N (1.081, 2.143, 1.281)  0.07
C (-3.561, 0.607, 2.555)  -0.05
C (1.104, -0.374, -2.663)  -0.01
C (2.040, -0.140, -1.437)  -0.15
H (3.042, 1.933, 0.335)  0.12
H (-0.900, -1.339, -0.674)  0.11
H (-1.447, 2.314, 2.655)  0.12
H (1.862, -3.510, -1.720)  0.20
H (1.254, 2.874, 1.973)  0.16
H (-3.284, 0.706, 3.612)  0.08
H (-4.179, 1.481, 2.334)  0.08
H (-4.137, -0.332, 2.397)  0.09
H (0.109, 0.049, -2.504)  0.12
H (1.565, 0.038, -3.574)  0.13
H (2.940, 0.413, -1.773)  0.16

Which structure is most stable? arrangement 2, by 3.5 kcal/mol over the runner-up.

Arrangement 1

DFT (wB97M-V/def2-TZVPD) results for a 2-piece molecular cluster, C2H8S2 overall.

* orbital gap: 9.763 eV
* net charge: 0
* HOMO: -9.08 eV
* 2S+1: 1
* SMILES: CS.CS

Each line ends with the Löwdin charge.
CARTESIAN COORDINATES (ANGSTROEM)
S (1.891, 0.472, -3.277)  0.59
C (1.776, 0.923, -1.487)  -0.48
H (0.849, 1.142, -3.814)  -0.17
H (2.838, 1.096, -1.243)  0.01
H (1.342, 0.260, -0.720)  0.02
H (1.246, 1.890, -1.457)  0.02
S (-2.262, -2.133, 2.358)  0.60
C (-1.261, -0.644, 2.093)  -0.51
H (-3.319, -1.962, 1.535)  -0.16
H (-0.423, -0.578, 2.808)  0.03
H (-1.829, 0.300, 2.128)  0.03
H (-0.848, -0.768, 1.078)  0.01

Arrangement 2

DFT (wB97M-V/def2-TZVPD) results for a 2-piece molecular cluster, C2H8S2 overall.

* orbital gap: 9.919 eV
* net charge: 0
* HOMO: -9.14 eV
* 2S+1: 1
* SMILES: CCS.S

Each line ends with the Löwdin charge.
CARTESIAN COORDINATES (ANGSTROEM)
S (-1.263, 1.728, 2.793)  0.40
H (-1.026, 3.044, 2.551)  -0.23
H (-1.353, 1.476, 1.398)  -0.18
C (0.578, -0.683, -3.246)  -0.14
C (1.089, -0.297, -1.822)  -0.48
S (0.573, -1.388, -0.217)  0.52
H (0.682, 0.229, -3.820)  0.07
H (-0.456, -0.885, -3.077)  0.04
H (0.920, -1.591, -3.648)  0.05
H (2.187, -0.382, -1.869)  0.06
H (0.686, 0.604, -1.555)  0.00
H (-0.602, -2.048, -0.790)  -0.12

Which structure is most stable? arrangement 1, by 10.8 kcal/mol over the runner-up.

Arrangement 1

DFT (wB97M-V/def2-TZVPD) results for a 2-piece molecular cluster, C2H10NSi overall.

* orbital gap: 10.330 eV
* net charge: +1
* HOMO: -14.36 eV
* 2S+1: 1

Each line ends with the Löwdin charge.
CARTESIAN COORDINATES (ANGSTROEM)
C (-1.292, -1.247, -0.010)  0.09
C (0.149, 0.314, -0.676)  -0.31
N (-0.447, 1.396, 0.157)  0.06
Si (1.812, -0.359, -0.011)  0.72
H (-1.135, -2.040, -0.660)  0.02
H (-1.301, -1.059, 1.048)  0.04
H (-2.255, -0.790, -0.271)  0.04
H (-0.266, 0.541, -1.603)  0.05
H (0.065, 2.297, 0.151)  0.18
H (-0.112, 1.186, 1.069)  0.08
H (-1.500, 1.419, 0.005)  0.19
H (1.707, 0.332, 1.267)  -0.06
H (3.081, -0.195, -0.729)  -0.07
H (1.494, -1.797, 0.263)  -0.05

Arrangement 2

DFT (wB97M-V/def2-TZVPD) results for an isolated ion of composition C2H10NSi and charge +1.

* orbital gap: 12.140 eV
* net charge: +1
* HOMO: -15.88 eV
* 2S+1: 1
* SMILES: C[C@@H]([NH3+])[SiH3]

Each line ends with the Löwdin charge.
CARTESIAN COORDINATES (ANGSTROEM)
C (0.892, -1.260, -0.072)  -0.07
C (0.072, 0.013, 0.505)  -0.47
N (0.859, 1.064, -0.260)  0.11
Si (-1.795, 0.102, 0.071)  0.73
H (0.675, -1.183, -1.151)  0.08
H (1.974, -1.216, 0.065)  0.09
H (0.492, -2.227, 0.177)  0.08
H (0.259, 0.230, 1.478)  0.06
H (1.660, 0.626, -0.772)  0.16
H (1.151, 1.891, 0.325)  0.19
H (0.166, 1.415, -0.994)  0.14
H (-1.792, 0.534, -1.387)  -0.04
H (-2.127, 1.275, 0.973)  -0.05
H (-2.624, -1.201, 0.472)  -0.01

Which structure is most stable? arrangement 2, by 56.8 kcal/mol over the runner-up.